This record from the Open Molecules 2025 dataset describes C4H7I2N in the gas phase at a distorted geometry. The level of theory is the ωB97M-V functional and the def2-TZVPD basis.

Output
Highest occupied orbital energy: -9.2 eV
Maximum force: 0.1065 Eh/bohr
Molecular weight: 322.9 g mol⁻¹
Electronic energy: -806.65057 hartree
SMILES string: C[C@H]1[C@@H](CI)N1I
HOMO-LUMO gap: 9.00 eV

Structure (ORCA input):
```
! wB97M-V def2-TZVPD RIJCOSX def2/J DEFGRID3
* xyz 0 1
C -0.61291 0.56831 0.60771
C 0.78130 0.27806 0.45080
C -1.70951 -0.12072 -0.19919
C 1.13880 -1.11725 -0.37197
N 0.17831 1.30390 -0.34998
I 3.20168 -1.68451 0.05750
I 0.86174 3.18341 0.06874
H -0.83966 1.22561 1.39897
H 1.45094 0.42203 1.28993
H -2.21789 0.40418 -0.98388
H -2.42295 -0.63188 0.52731
H -1.28845 -0.90277 -0.86939
H 0.94631 -1.06324 -1.48880
H 0.53227 -1.86514 -0.13776
*
```

Atomic partial charges in e from the Mulliken method, atoms 1 to 2:
1. C -0.087
2. C 0.183